# 1
Formula: C29H26FN5O3S5Se2Tl
Source: the Open Molecules 2025 dataset
Level of theory: ωB97M-V/def2-TZVPD

Net charge: +1
Orbital gap, eV: 3.752
HOMO energy, eV: -8.60

Structure (XYZ):
```
72
Properties=species:S:1:pos:R:3:mulliken_charge:R:1
Tl -0.1257 -1.5660 3.1992 0.6989
C -2.2833 1.0891 -4.3668 -1.0360
C -1.0409 0.3059 -3.9450 -1.1300
N -0.8543 0.3137 -2.4832 0.1153
C -1.4495 -0.7392 -1.7625 -0.1555
C -1.3519 -0.8810 -0.3960 -0.1220
C -2.1314 -1.9399 0.3215 0.0113
O -3.2083 -2.3612 -0.1085 -0.7695
O -1.5995 -2.3941 1.3812 -0.4541
C -0.4411 0.0507 0.3566 1.7044
O -0.2362 0.0641 1.5995 -1.0479
C 0.1813 1.1078 -0.4728 0.7938
C 1.0416 1.9890 0.2305 -1.2064
C 1.7254 2.9196 -0.4469 -0.1004
F 2.6608 3.6579 0.2060 -0.3618
C 1.6647 3.0456 -1.8666 -0.3165
C 0.6735 2.2683 -2.5005 -0.3320
C -0.0476 1.2235 -1.8633 0.1250
N 2.4973 3.8435 -2.5953 0.3216
C 2.0061 4.5374 -3.7482 -0.6973
C 2.7534 5.8663 -3.9353 -1.1505
N 4.2171 5.5430 -4.2536 -0.0594
C 4.7722 4.3229 -3.5083 -1.0056
C 3.9080 4.1118 -2.2312 0.0069
H -3.1765 0.5937 -3.9296 0.3427
H -2.3766 1.1025 -5.4447 0.3883
H -2.3311 2.1056 -3.9245 0.2880
H -0.0610 0.6604 -4.2783 0.4521
H -1.1560 -0.7398 -4.2292 0.5071
H -2.2014 -1.3151 -2.3045 0.5061
H 1.2247 1.8027 1.2545 0.7619
H 0.5934 2.2695 -3.5869 0.2451
H 0.9374 4.8339 -3.5040 0.5911
H 2.0776 3.9295 -4.5938 0.4392
H 2.7894 6.3634 -2.9858 0.4279
H 2.2883 6.5032 -4.7081 0.4177
H 4.8303 6.3623 -4.0100 0.3782
H 4.2478 5.3387 -5.2725 0.3745
H 5.7716 4.5664 -3.2182 0.4488
H 4.6486 3.4502 -4.1780 0.3334
H 4.1001 4.9364 -1.5236 0.3381
H 4.3914 3.2833 -1.6787 -0.0385
Se -5.0099 -4.4949 3.6522 -0.0282
Se -2.8859 -4.3883 4.6494 -0.1206
C -2.0219 -5.8778 3.8795 0.3133
C -2.6435 -7.1712 3.9731 -0.2903
C -2.0029 -8.2689 3.3865 -0.4414
C -0.7389 -8.0619 2.7812 -0.6271
C -0.2724 -6.7352 2.7176 -0.1833
N -0.8526 -5.6664 3.2540 -0.2627
C -5.0581 -2.6243 3.9608 -0.0868
C -4.5314 -1.8015 2.8997 0.1803
C -4.3722 -0.4015 3.1639 -0.2844
C -4.7624 0.0508 4.4126 -0.4552
C -5.3116 -0.7932 5.3419 -0.3269
N -5.4411 -2.1492 5.1766 -0.5502
H -3.6444 -7.1637 4.4183 0.3429
H -2.4541 -9.2445 3.3540 0.4051
H -0.1744 -8.8964 2.5030 0.4307
H 0.6625 -6.4694 2.2648 0.3922
H -4.2347 -2.2875 1.9585 0.3545
H -3.8876 0.2837 2.4552 0.4367
H -4.4695 1.0066 4.7792 0.3740
H -5.7648 -0.3236 6.1819 0.4292
S 6.0571 1.6280 0.2726 -0.1608
C 4.7643 0.9027 0.9743 0.0780
S 4.2144 1.2485 2.6062 0.0101
C 3.2242 -0.2397 2.7711 -0.0254
C 3.0723 -1.0643 1.5917 0.1101
S 2.2328 -2.5514 1.5051 0.0221
S 3.8558 -0.4174 0.1501 0.0136
S 2.5212 -0.4537 4.2703 -0.0834
```



# 2
Formula: C39H46BF2N8O4S2SiSn
Source: the Open Molecules 2025 dataset
Level of theory: ωB97M-V/def2-TZVPD

Net charge: +1
Orbital gap, eV: 4.379
HOMO energy, eV: -8.49

Structure (XYZ):
```
104
Properties=species:S:1:pos:R:3:mulliken_charge:R:1
Sn 0.3434 0.5378 -0.6843 1.3919
O 5.3022 7.0545 1.8781 -0.6563
S 4.7230 8.3490 1.5968 1.1542
O 5.6321 9.4627 1.5601 -0.6486
O 3.4069 8.5859 2.1764 -0.6782
C 4.0400 8.1665 -0.1147 0.1548
N 3.8179 9.2201 -0.8682 -0.4812
C 3.0808 9.0329 -1.9490 -0.3586
C 2.5775 7.7821 -2.2971 -0.6415
C 2.8714 6.7355 -1.4236 0.2872
N 3.5967 6.9558 -0.3258 -0.3146
C 2.4062 5.3503 -1.5529 1.3094
C 3.0756 4.3590 -0.8309 -0.9002
C 2.5689 3.0784 -0.8191 -0.4542
N 1.4450 2.7287 -1.4533 -0.1079
C 0.8357 3.6635 -2.1830 -0.2883
C 1.2757 4.9678 -2.2755 -1.1144
H 2.8923 9.9096 -2.5569 0.4214
H 2.0081 7.6376 -3.2021 0.3508
H 3.9492 4.6338 -0.2598 0.5974
H 3.0692 2.2923 -0.2715 0.6515
H -0.0545 3.3484 -2.7102 0.4007
H 0.7236 5.6797 -2.8683 0.3551
N -2.3819 1.8532 1.5446 -0.0315
C -2.6546 2.1483 0.2658 0.4481
C -3.8389 2.8510 -0.0540 -0.8966
C -4.1717 3.0689 -1.3621 -0.4175
C -3.3227 2.5946 -2.3670 -1.2013
C -2.1819 1.9446 -1.9821 -0.4183
N -1.8310 1.7276 -0.7075 0.5510
H -2.9198 2.3048 2.2635 0.2600
H -1.5201 1.4049 1.8268 -0.1148
H -4.4701 3.2039 0.7458 0.4310
H -5.0795 3.5892 -1.6185 0.4531
H -3.5496 2.7442 -3.4080 0.5350
H -1.4876 1.5501 -2.7196 0.6794
F 3.1922 -0.2982 -1.1843 -0.0750
B 3.0926 -1.3464 -0.3494 0.0656
F 3.2525 -0.9889 0.9244 -0.2160
C -6.5639 -5.5237 -0.7424 -1.6296
C -5.4877 -4.5212 -0.9800 0.6289
C -4.2419 -4.6329 -0.3758 -1.0517
C -3.2619 -3.6718 -0.5408 0.7934
C -1.9472 -3.8468 0.1378 -0.6963
C -3.5261 -2.5343 -1.3444 0.1718
C -2.6074 -1.4424 -1.4369 -0.0929
O -1.5265 -1.3118 -0.8432 0.0579
C -4.7738 -2.4488 -2.0217 1.2818
C -5.1067 -1.3305 -2.9623 -1.6993
C -5.7189 -3.4312 -1.8176 -0.8518
H -6.1733 -6.4213 -0.2732 0.3675
H -7.0544 -5.7938 -1.6745 0.3911
H -7.3232 -5.0965 -0.0871 0.3303
H -4.0339 -5.4885 0.2500 0.3517
H -1.8968 -4.8041 0.6490 0.3872
H -1.7863 -3.0466 0.8577 0.0596
H -1.1287 -3.7929 -0.5777 -0.1263
H -2.9360 -0.6230 -2.0883 0.1785
H -5.0961 -0.3661 -2.4566 0.3171
H -6.1011 -1.4805 -3.3764 0.3767
H -4.3993 -1.2972 -3.7900 0.3654
H -6.6748 -3.3531 -2.3149 0.3902
C 0.7628 -2.6658 -2.9736 -0.2952
Si 2.5700 -3.0612 -2.4943 0.1410
C 2.9184 -4.9104 -2.7225 -1.2664
C 3.7886 -2.0239 -3.5144 -1.0978
N 2.7095 -2.6120 -0.7547 0.1743
C 2.2410 -3.4872 0.2721 -0.2340
C 2.8098 -4.7312 0.5125 -0.3952
C 2.3149 -5.5318 1.5273 -0.7290
C 1.2718 -5.0960 2.3251 -0.7415
C 0.7230 -3.8441 2.1094 -0.7470
C 1.1980 -3.0507 1.0820 0.4857
H 0.5590 -2.9588 -3.9986 0.6000
H 0.5441 -1.5974 -2.8913 -0.1476
H 0.0523 -3.1919 -2.3404 -0.0332
H 2.7410 -5.1789 -3.7591 0.3912
H 2.2779 -5.5335 -2.1076 0.4167
H 3.9501 -5.1655 -2.5003 0.3267
H 3.8581 -2.4131 -4.5252 0.3906
H 4.7877 -2.0346 -3.0907 0.3577
H 3.4823 -0.9856 -3.5861 0.2886
H 3.6517 -5.0626 -0.0716 0.5505
H 2.7575 -6.4986 1.7079 0.4261
H 0.8970 -5.7279 3.1148 0.4436
H -0.0731 -3.4843 2.7424 0.6081
H 0.7691 -2.0644 0.9019 0.0347
C 2.9789 -0.0624 5.9815 -1.4451
C 1.7630 0.0642 5.1424 0.8268
C 0.4865 -0.2265 5.5607 -1.0497
C -0.5893 -0.0493 4.6745 0.8259
N -0.3875 0.4192 3.4340 -0.0636
C 0.8264 0.7272 3.0544 0.0037
S 1.1345 1.5428 1.5823 -0.5106
N 1.9086 0.5241 3.8681 0.1010
C -1.9941 -0.3341 5.0644 -1.2671
H 2.7110 -0.3340 6.9979 0.3859
H 3.5282 0.8792 5.9973 0.3959
H 3.6466 -0.8283 5.5856 0.3563
H 0.3126 -0.5750 6.5630 0.4327
H 2.8252 0.7560 3.5038 0.2966
H -2.0687 -0.5493 6.1253 0.4133
H -2.3708 -1.1878 4.5028 0.2754
H -2.6258 0.5173 4.8180 0.2897
```